10 unconnected molecules or ions with the total composition C90H190N10O10 in a non-equilibrium geometry. Source: the Open Molecules 2025 dataset; level of theory: wB97M-V/def2-TZVPD.

Output
- frontier orbital gap (alpha / beta) (eV) = 6.5258 / 2.3536
- energy above the lowest of the compared OMol25 structures with the same formula, charge and spin (eV) = 5.135
- spin multiplicity = 2
- F_max (eV/A) = 5.49
- E (eV) = -131760.3298
- charge = +1
- HOMO (alpha / beta) (Eh) = -0.33302 / -0.33302

Positions of all 300 atoms, in Å:
C 1.682040 2.470703 -5.669897
C 2.889240 3.010843 -4.975737
C 3.807090 1.756473 -4.874667
C 5.289730 2.063753 -4.492267
C 5.830320 3.175023 -5.412477
C 4.974010 4.445983 -5.549407
N 3.553690 4.107893 -5.746257
O 2.757340 5.181393 -5.986027
C 5.094110 5.275183 -4.187857
C 5.565920 5.146383 -6.809917
C 2.467290 3.420043 -3.604257
H 2.096920 2.133263 -6.619687
H 1.040990 3.288093 -6.000117
H 1.019840 1.718773 -5.240737
H 3.436790 0.962793 -4.225777
H 3.842240 1.206443 -5.815047
H 5.958480 1.216133 -4.641907
H 5.428020 2.385623 -3.460087
H 6.170900 2.785723 -6.371937
H 6.802410 3.413203 -4.980717
H 5.924870 5.954223 -4.379787
H 4.180880 5.813743 -3.934717
H 5.342320 4.536183 -3.426037
H 5.470530 6.229783 -6.737587
H 6.624620 5.040553 -7.046687
H 5.186220 4.697713 -7.727867
H 1.772790 4.258583 -3.655407
H 3.265610 3.779773 -2.955117
H 2.028980 2.619903 -3.007807
H 2.741950 5.161193 -6.945687
C 4.024990 -5.988027 -0.470907
C 5.057820 -4.824727 -0.762357
C 6.387570 -5.452947 -1.106527
C 6.366620 -6.271187 -2.403607
C 6.018900 -5.211487 -3.563887
C 4.681500 -4.472227 -3.314707
N 4.624760 -3.994377 -1.926947
O 3.545850 -3.187347 -1.663187
C 4.652010 -3.322867 -4.316037
C 3.460220 -5.379057 -3.644257
C 5.185990 -4.099587 0.533773
H 3.693980 -6.502477 -1.373057
H 3.137940 -5.784827 0.129063
H 4.489330 -6.695347 0.216243
H 7.239380 -4.774037 -1.066467
H 6.609010 -6.153837 -0.301657
H 5.609910 -7.055707 -2.399557
H 7.336840 -6.767277 -2.429107
H 5.893910 -5.864517 -4.427607
H 6.749040 -4.439057 -3.805427
H 3.828750 -2.609277 -4.282277
H 5.545230 -2.726487 -4.130047
H 4.582770 -3.639057 -5.356867
H 2.573000 -5.212847 -3.033267
H 3.068610 -5.288927 -4.657477
H 3.797120 -6.410267 -3.538367
H 5.778080 -3.201437 0.358093
H 5.565260 -4.772537 1.302793
H 4.272590 -3.622257 0.888683
H 3.974110 -2.356757 -1.443397
C -0.309830 -7.428127 4.944663
C 0.799990 -6.376527 4.636803
C 0.802310 -5.370507 5.844843
C 2.024590 -4.461007 5.711523
C 3.310150 -5.224977 5.663263
C 3.423870 -6.334237 4.599683
N 2.130240 -7.028947 4.564183
O 2.116150 -8.066357 3.668843
C 3.829240 -5.618747 3.279863
C 4.491100 -7.256017 5.129043
C 0.425330 -5.601417 3.384163
H -0.164080 -7.841167 5.942783
H -0.233140 -8.353737 4.374173
H -1.342490 -7.079887 4.923393
H -0.102360 -4.775547 5.970123
H 0.985050 -6.020007 6.700923
H 1.894520 -3.726417 6.506233
H 1.977430 -3.852267 4.808583
H 3.494220 -5.542687 6.689563
H 4.132310 -4.510547 5.621483
H 4.905980 -5.517527 3.415753
H 3.636770 -6.171057 2.360073
H 3.445570 -4.609627 3.129583
H 4.588640 -8.152677 4.517013
H 5.439640 -6.760977 5.337183
H 4.004200 -7.694037 6.000343
H -0.343090 -4.831927 3.458503
H 0.098220 -6.349467 2.661993
H 1.242240 -5.058717 2.908533
H 1.875540 -8.824817 4.205923
C -0.548960 4.457233 2.280323
C -1.220120 4.697873 3.631473
C -1.031160 3.412173 4.427433
C 0.292560 3.293223 5.073153
C 0.628420 4.488353 5.845563
C 0.582750 5.827313 5.060653
N -0.654070 5.861323 4.323983
O -1.017750 7.154903 3.803323
C 0.454410 6.996443 6.112453
C 1.890990 6.045753 4.188223
C -2.763290 4.882113 3.430013
H 0.414860 3.951223 2.336023
H -0.354580 5.458433 1.895713
H -1.246070 3.911123 1.644803
H -1.730480 3.484333 5.260403
H -1.386870 2.508563 3.932403
H 1.068400 3.059573 4.344063
H 0.284840 2.489293 5.809183
H 1.676250 4.318523 6.093143
H 0.369410 4.475123 6.904263
H 0.422790 7.971243 5.625783
H -0.511230 6.998873 6.618053
H 1.275210 7.044803 6.828023
H 2.089230 5.265473 3.453403
H 1.868750 6.871733 3.477333
H 2.810290 6.295543 4.717933
H -3.404570 4.908983 4.311003
H -3.048550 4.104753 2.721183
H -3.131790 5.679733 2.784943
H -0.424660 7.223923 3.051593
C -1.322710 -0.343027 -1.906857
C 0.183250 -0.385327 -1.481427
C 0.427940 0.899073 -0.679347
C -0.101070 0.936503 0.767743
C 0.515890 -0.199587 1.522083
C 0.332660 -1.543177 0.824413
N 0.642140 -1.475297 -0.600847
O 0.512250 -2.727467 -1.132647
C 1.310070 -2.508327 1.511123
C -1.072560 -2.158967 1.041013
C 1.057750 -0.359187 -2.733677
H -1.410130 0.408503 -2.691507
H -1.943250 -0.162617 -1.029087
H -1.605850 -1.250817 -2.439637
H 1.499790 1.007473 -0.513537
H -0.002640 1.798043 -1.120407
H -1.178670 0.776623 0.731373
H -0.051520 1.887873 1.297403
H 0.084470 -0.202297 2.523063
H 1.595950 -0.077257 1.603473
H 1.166140 -3.585237 1.423643
H 2.290550 -2.253697 1.108733
H 1.349700 -2.232377 2.564873
H -1.754170 -1.635857 0.370293
H -1.103210 -3.234457 0.866423
H -1.433310 -2.049297 2.063723
H 0.525210 0.221693 -3.486717
H 1.215920 -1.363287 -3.127217
H 1.999090 0.084023 -2.408807
H 1.421910 -3.031477 -1.173747
C -4.796860 6.982893 -1.143997
C -4.206810 5.612923 -1.570947
C -5.340910 4.945713 -2.167537
C -4.787840 3.657623 -2.883007
C -3.725350 3.911403 -3.964177
C -2.609590 4.822773 -3.397607
N -3.214820 5.953453 -2.589637
O -2.244960 6.768263 -1.987637
C -1.557910 3.876523 -2.737357
C -1.931310 5.480583 -4.675727
C -3.676180 4.803003 -0.398237
H -4.068440 7.602473 -0.620907
H -5.626170 6.832753 -0.452757
H -5.240280 7.612103 -1.915727
H -6.100390 4.619283 -1.457087
H -5.901900 5.592923 -2.841707
H -5.664970 3.316303 -3.432777
H -4.573630 2.835313 -2.200357
H -4.210940 4.447573 -4.779547
H -3.260050 3.007473 -4.357257
H -0.593300 3.650453 -3.191797
H -1.186640 4.549573 -1.964537
H -2.008880 2.990883 -2.289727
H -0.903810 5.735673 -4.416327
H -2.088900 4.830443 -5.536297
H -2.342300 6.431953 -5.013487
H -2.704510 5.187333 -0.087987
H -3.656860 3.716833 -0.487417
H -4.301010 4.993673 0.474303
H -2.126490 7.431923 -2.671097
C -4.679320 -3.354227 -2.396987
C -5.234300 -2.441837 -3.526057
C -4.759890 -2.962237 -4.904167
C -5.519370 -2.192987 -6.074077
C -7.101630 -2.440247 -5.909647
C -7.592580 -2.050577 -4.529907
N -6.731560 -2.578137 -3.479387
O -7.277160 -2.311357 -2.299907
C -7.763970 -0.446837 -4.440897
C -8.975110 -2.586617 -4.382077
C -4.724940 -1.004227 -3.242397
H -4.921230 -4.411837 -2.502037
H -5.010320 -3.138837 -1.381037
H -3.599720 -3.310627 -2.253227
H -3.671900 -2.903247 -4.933927
H -4.802130 -4.046447 -4.800277
H -5.001470 -2.549267 -6.964557
H -5.342720 -1.118357 -6.119587
H -7.329330 -3.470127 -6.184597
H -7.461450 -1.690627 -6.614417
H -7.889540 -0.061937 -3.428877
H -6.924520 0.023973 -4.952527
H -8.481890 -0.108837 -5.188197
H -9.058780 -3.671587 -4.444957
H -9.346660 -2.307967 -3.395977
H -9.579900 -2.204327 -5.204377
H -4.640870 -0.698287 -2.199587
H -5.297660 -0.209587 -3.720557
H -3.761290 -0.952867 -3.749197
H -7.422730 -3.187297 -1.935027
C -1.402660 -0.338477 5.295683
C -1.540680 -0.584917 6.812663
C -2.486350 0.452493 7.398583
C -2.956640 0.177823 8.832143
C -3.475740 -1.255137 9.069283
C -2.549380 -2.391717 8.438703
N -2.090870 -1.942157 7.113623
O -1.479740 -2.914827 6.507363
C -1.415500 -2.821667 9.472903
C -3.599810 -3.562847 8.246343
C -0.180530 -0.295857 7.425213
H -0.834940 0.536723 4.979763
H -2.401250 -0.302017 4.860263
H -0.895100 -1.160847 4.791493
H -2.043210 1.443463 7.300063
H -3.238470 0.789223 6.685113
H -3.738390 0.877803 9.127083
H -2.129590 0.274183 9.535573
H -4.505090 -1.237867 8.711183
H -3.389150 -1.290287 10.155263
H -1.698560 -3.007807 10.508923
H -0.907170 -3.728077 9.144073
H -0.607590 -2.090637 9.441493
H -4.308240 -3.355687 7.444283
H -3.087200 -4.519697 8.147523
H -4.240790 -3.615277 9.126403
H 0.302060 0.482633 6.834313
H 0.459150 -1.176267 7.486753
H -0.231320 -0.172357 8.507003
H -2.108270 -3.125957 5.813113
C -1.952270 2.125033 -8.069507
C -2.941320 1.008513 -7.524207
C -4.240160 1.678293 -7.134237
C -5.141750 1.958033 -8.376907
C -5.393870 0.649773 -9.103967
C -4.063620 -0.101677 -9.612737
N -3.068370 -0.140637 -8.487947
O -1.827100 -0.682967 -8.874947
C -4.631540 -1.478957 -10.144337
C -3.391220 0.565693 -10.842867
C -2.282050 0.418603 -6.191097
H -1.026160 1.587403 -8.272917
H -1.633000 2.925293 -7.401857
H -2.366830 2.582823 -8.967657
H -4.714900 1.096363 -6.344247
H -3.974600 2.661703 -6.746317
H -4.773660 2.751703 -9.027057
H -6.107500 2.340203 -8.046167
H -6.072620 0.669623 -9.956617
H -5.876900 -0.071467 -8.444737
H -3.774740 -1.972967 -10.602537
H -4.828710 -2.103857 -9.273287
H -5.560610 -1.600717 -10.701217
H -3.933170 0.487683 -11.785357
H -3.248410 1.631743 -10.666097
H -2.426370 0.123943 -11.091917
H -2.976400 -0.316547 -5.784237
H -2.230140 1.155593 -5.389707
H -1.303080 -0.044097 -6.316197
H -1.747370 -1.533227 -8.436427
C 5.083940 1.911593 8.285083
C 4.761890 1.885513 6.822673
C 6.123540 1.840483 6.021123
C 5.958900 1.430463 4.628533
C 5.288000 0.104263 4.529113
C 3.889750 -0.041417 5.256573
N 4.043250 0.551813 6.604693
O 2.838230 0.386253 7.359383
C 2.677100 0.551213 4.369293
C 3.577280 -1.619117 5.171983
C 3.984560 3.175443 6.409603
H 5.596100 1.037923 8.688183
H 4.249070 1.895183 8.985673
H 5.873250 2.614973 8.550323
H 6.636140 2.798063 6.112733
H 6.863590 1.136003 6.400743
H 6.858200 1.371573 4.015433
H 5.337520 2.139353 4.081303
H 5.896540 -0.603237 5.092333
H 5.204630 -0.303257 3.521603
H 2.995220 1.539403 4.037053
H 2.553810 -0.072787 3.484123
H 1.756750 0.512073 4.951973
H 4.430040 -2.128077 5.621263
H 2.803910 -1.829127 5.910833
H 3.425540 -2.036897 4.176723
H 4.774350 3.922553 6.488183
H 3.195230 3.442343 7.112323
H 3.625580 3.104413 5.382873
H 3.161500 -0.157937 8.081153

Force components x, y, z for each atom (eV/Å):
-0.75 1.41 -3.00
0.47 -2.93 0.94
2.33 -0.15 0.01
-0.66 0.69 -0.85
0.41 -0.95 0.78
1.85 -0.63 -0.45
0.10 -0.31 1.96
0.22 -0.95 0.00
-0.09 -0.59 -1.20
-0.48 0.86 -0.02
0.23 1.90 1.80
-0.50 -0.70 -0.22
-0.38 0.16 0.34
0.75 0.02 0.55
-0.62 0.62 0.44
-0.02 0.43 -0.45
-0.34 -0.25 0.11
-0.33 -0.12 0.15
-0.74 -0.12 -0.34
-0.05 0.81 0.10
-0.08 0.05 0.33
0.20 0.06 -0.07
-0.03 0.41 0.14
-0.63 0.00 -0.44
0.30 -0.55 1.19
-0.75 0.36 -0.03
-0.29 -0.10 -0.01
0.33 -0.03 -0.21
-0.24 -0.29 -0.63
-0.36 0.83 -0.89
0.33 -0.36 0.11
-2.22 -1.49 -0.88
0.10 -1.50 0.29
0.03 2.54 -0.18
-0.29 -1.95 0.74
-1.46 -0.61 -0.26
2.93 -0.13 0.33
-1.22 0.46 0.26
0.22 1.17 0.13
0.10 -0.62 -0.07
-0.20 1.93 -0.07
0.16 -0.05 0.18
-0.20 1.01 -0.38
0.44 -0.37 -0.32
-0.21 0.46 -0.40
-0.05 -0.07 0.28
-0.06 0.13 0.10
0.04 0.14 -0.83
-0.10 0.48 -0.51
0.49 -0.40 0.45
-0.42 -0.23 0.75
0.21 0.15 -0.39
0.58 -0.48 0.09
0.28 0.11 0.39
0.44 0.18 -0.24
-0.42 -0.19 0.10
0.92 -0.15 0.33
0.18 0.32 -0.10
-0.46 -0.61 0.00
-0.34 0.30 0.04
0.93 -0.79 0.53
-0.97 1.33 0.96
1.58 -1.09 -0.94
-1.39 0.53 -0.56
0.35 0.68 1.57
-1.16 1.92 -0.16
-0.72 0.73 2.11
0.22 -0.88 -1.37
0.66 -0.47 0.29
-0.87 -1.47 -0.16
0.17 -0.32 -1.39
0.12 0.38 0.43
-0.15 0.34 -0.75
0.22 0.39 -0.32
-0.08 -0.38 -0.22
-0.26 0.21 0.47
0.80 -0.04 0.30
-0.44 0.04 -0.27
-0.20 -1.08 0.06
0.24 0.05 -0.87
0.20 0.19 -0.48
-0.02 -0.29 0.22
-0.31 -0.02 0.31
0.55 0.26 -0.53
-0.14 -0.12 0.00
0.55 0.26 0.60
-0.35 -0.27 0.55
-0.13 0.18 -0.37
0.32 -0.27 0.28
0.14 -0.27 -0.07
-0.23 0.91 -0.24
-0.73 0.25 -0.63
-1.63 0.42 1.46
0.11 -1.48 -0.28
2.80 1.32 0.53
0.27 1.32 1.30
-1.22 -0.28 0.81
0.56 -1.81 0.12
0.20 0.27 -0.69
-0.36 0.14 -0.59
0.20 -0.10 -1.33
-0.09 -0.14 0.17
-0.04 -0.09 -0.75
0.30 0.03 -0.31
-0.31 0.07 0.30
0.27 0.19 -0.70
0.19 0.00 -0.06
0.03 -0.48 -0.28
0.56 0.44 -0.45
-1.64 0.53 -0.24
0.34 -0.06 -0.33
0.09 -0.65 0.16
0.02 -0.35 0.04
0.04 -0.77 0.51
-0.85 0.67 0.21
-0.15 -0.52 0.56
0.45 -0.31 0.18
-0.26 -0.92 0.64
0.82 0.95 0.32
0.10 0.56 -0.50
0.98 -0.80 -0.20
-1.08 0.28 0.73
0.26 0.99 1.37
-0.99 -0.78 -0.74
-0.02 0.02 -0.07
-1.23 -1.51 0.85
0.98 1.96 0.56
-0.49 -1.14 -0.99
0.89 0.68 -0.05
-0.27 0.57 -0.02
-0.32 -0.28 0.50
-0.28 0.50 0.39
-0.28 0.07 -0.44
-0.12 -0.35 0.43
0.36 0.27 -0.57
0.27 -0.10 -0.80
-0.34 -0.18 0.03
0.67 0.13 -0.36
0.20 -0.46 0.16
0.12 0.36 0.10
-0.35 0.23 -0.27
0.36 -0.18 0.01
-0.10 -0.26 0.21
-0.37 -0.32 0.15
0.14 0.15 -0.44
0.11 0.32 0.15
0.38 0.24 -0.15
0.05 0.00 0.03
0.26 0.01 -0.49
0.35 -0.44 -0.28
0.29 0.39 1.43
0.10 2.46 1.05
-0.38 -2.91 -1.94
-1.96 -0.07 -1.18
-0.44 1.42 1.43
0.58 0.03 -2.27
-0.35 -1.99 -1.23
0.86 -0.25 -0.25
-0.11 1.82 1.57
-0.26 0.23 1.11
0.22 0.70 1.23
0.03 -0.04 0.05
0.03 -0.27 0.23
0.38 -0.44 -0.59
0.30 0.03 0.42
0.33 -0.04 -0.44
-0.10 -0.53 -0.08
0.35 0.26 0.15
-0.10 -0.05 -0.14
-0.13 -0.05 0.05
-0.50 -0.24 -1.10
0.08 -0.35 0.89
0.10 0.04 0.01
0.36 -0.43 -0.46
0.73 -0.30 0.09
-0.61 0.08 0.43
0.23 -0.20 -0.14
0.18 0.14 -0.48
-0.27 0.03 0.03
0.15 0.38 0.15
0.15 -0.30 0.40
-0.64 0.20 1.25
-0.37 1.29 0.82
0.04 -2.08 1.50
3.09 1.00 -0.93
0.37 1.81 -0.07
1.84 -1.48 -3.77
-0.72 0.68 3.19
0.99 -0.95 -1.44
-0.91 -0.62 0.42
0.11 0.23 -0.87
-0.13 -0.08 -0.54
-0.51 0.60 -0.15
0.25 0.22 -0.63
0.23 0.88 -0.21
-1.15 -0.22 -0.93
-0.87 -0.23 -0.53
0.23 0.06 0.67
-0.23 0.14 0.03
-0.86 -0.50 -0.23
-0.20 -0.07 -0.24
0.75 0.04 0.65
-1.03 -0.25 0.65
0.40 -0.19 -0.01
-0.45 0.19 -0.28
-0.23 0.21 0.28
0.07 -0.45 0.09
-0.28 -0.26 -0.08
0.39 0.17 0.46
-0.27 0.05 0.49
-0.70 -1.15 -0.30
0.34 0.30 0.58
-0.50 1.14 -0.28
0.39 -0.44 -0.59
1.58 1.05 -0.49
-2.08 0.63 1.32
-2.73 4.04 2.54
2.30 -3.34 -2.63
0.18 0.20 -1.45
1.00 0.40 0.48
0.61 -1.32 0.62
-0.17 0.26 0.60
-0.11 0.17 -0.17
0.15 -0.26 0.18
1.19 0.11 0.82
-1.22 -1.35 -0.01
0.11 0.12 0.02
0.23 0.51 -0.14
0.02 -0.78 0.05
-0.71 -0.79 0.04
-0.50 0.28 -0.17
-0.24 -0.24 -0.25
-0.16 0.29 0.30
0.38 -0.01 -0.35
-0.20 -0.07 -0.32
0.26 -0.07 0.29
0.22 0.09 0.76
0.26 -0.30 -1.07
-0.27 1.19 0.00
0.31 -0.71 -0.46
-0.04 -1.26 -0.21
2.70 0.13 0.61
-0.43 0.48 -1.37
-0.62 -0.71 0.69
1.69 -0.90 -0.51
-1.34 0.99 -1.19
-2.16 -0.43 0.71
0.18 0.68 -0.29
1.95 -0.74 2.16
-0.24 0.55 0.01
-1.10 0.17 -0.69
0.06 0.09 -0.61
-0.63 -0.06 0.55
0.24 -0.05 -0.05
-0.48 0.03 -0.18
0.05 -0.13 0.44
0.49 -0.17 -0.02
-0.08 0.06 0.23
0.16 0.55 -0.17
0.05 0.04 0.43
-0.30 -0.21 -0.59
0.00 -0.08 0.37
0.31 1.06 -0.45
-0.57 -0.13 0.21
0.15 0.06 -0.01
0.08 -0.07 0.47
0.05 -0.35 -0.17
0.20 0.46 -0.20
-0.02 0.09 -0.26
-0.31 -0.12 0.19
0.92 -0.58 1.72
-0.38 -1.26 -0.73
0.15 0.01 1.29
-1.10 0.46 -2.60
-1.22 -1.19 1.29
-0.76 -0.35 -2.44
0.70 -0.78 -0.94
0.60 0.68 -0.42
1.90 -0.23 0.85
1.17 1.45 2.57
1.00 -0.87 0.36
0.14 -0.83 -0.92
-0.35 0.98 -0.34
-0.59 0.91 -0.08
-0.29 0.27 0.01
-0.34 -0.28 0.88
0.45 0.19 0.43
-0.16 0.41 -0.10
0.31 -0.22 -0.08
-0.09 0.24 -0.13
-0.62 0.27 0.04
0.06 0.02 0.12
0.04 0.38 -0.06
0.32 -0.19 -0.16
-0.56 -0.06 -0.63
-0.28 0.46 0.08
-0.33 0.50 -0.21
-0.02 -0.28 -0.12
-0.08 0.17 0.14
-0.22 -0.14 0.23